one:
Molecular formula: C4H11N2
Method: DFT, ωB97M-V/def2-TZVPD

Properties
Charge ... +1
Highest occupied orbital energy ... -14.17 eV
Frontier orbital gap ... 11.2 eV
LUMO ... -2.975 eV

CARTESIAN COORDINATES (ANGSTROEM)
1 C 0.23951 -0.97948 1.00751
2 C 0.76481 -0.76311 -0.39228
3 C -0.33941 0.09168 0.16541
4 C -2.31600 -0.12823 -0.52111
5 N 0.14360 1.44342 0.39119
6 N 1.98048 0.02285 -0.49681
7 H -0.34803 -1.86519 1.18265
8 H 0.86523 -0.70166 1.84407
9 H 0.57762 -1.51090 -1.14844
10 H -2.88270 -0.00531 0.38445
11 H -2.30057 -1.12239 -0.92534
12 H -2.40817 0.66362 -1.24334
13 H -0.29149 2.13213 -0.21852
14 H 0.06502 1.75298 1.36031
15 H 2.25500 0.16385 -1.46439
16 H 2.76485 -0.39958 -0.00577
17 H 1.23023 1.20533 0.08042



two:
Molecular formula: C4H11N2
Method: DFT, ωB97M-V/def2-TZVPD

Properties
Charge ... +1
Highest occupied orbital energy ... -13.91 eV
Frontier orbital gap ... 11.1 eV
LUMO ... -2.840 eV

CARTESIAN COORDINATES (ANGSTROEM)
1 C -2.12757 -1.14630 -0.43732
2 C -0.89119 -1.62124 -1.09386
3 C 2.18996 1.07617 1.01392
4 C 0.09552 0.89893 -0.34982
5 N 0.83482 1.33311 0.71731
6 N -0.86765 -0.69931 0.02108
7 H -2.76628 -0.44394 -1.04735
8 H -2.69456 -1.79804 0.31723
9 H -0.32088 -2.55644 -0.92478
10 H -0.71975 -1.07413 -2.01117
11 H 2.28299 0.14900 1.65605
12 H 2.80593 0.81008 0.14700
13 H 2.50186 2.10522 1.51137
14 H 0.53779 0.47466 -1.21105
15 H -0.83174 1.44028 -0.60582
16 H 0.40733 1.98527 1.39535
17 H -0.43657 -0.93332 0.90186



three:
Molecular formula: C4H11N2
Method: DFT, ωB97M-V/def2-TZVPD

Properties
Charge ... +1
Highest occupied orbital energy ... -14.75 eV
Frontier orbital gap ... 10.3 eV
LUMO ... -4.419 eV

CARTESIAN COORDINATES (ANGSTROEM)
1 C 0.18602 0.23867 -2.52969
2 C -0.28450 0.95692 -1.24061
3 C 0.45934 0.34912 0.09879
4 N -0.69989 0.12773 0.89661
5 C -0.67310 -0.70359 1.95372
6 N 0.44460 -1.21121 2.41958
7 H 0.68954 -0.73803 -2.47645
8 H 0.91099 0.91739 -2.98280
9 H -0.63150 0.07901 -3.18513
10 H 0.09663 1.96347 -1.15808
11 H -1.40314 0.79575 -1.08551
12 H 1.03777 -0.53040 -0.09350
13 H 1.05163 1.10368 0.56430
14 H -1.45942 0.81807 0.84301
15 H -1.63453 -1.07517 2.46001
16 H 0.40328 -2.16244 2.70816
17 H 1.50626 -0.92897 2.80762



Most stable = three



one:
Molecular formula: C5H15N2S
Method: DFT, ωB97M-V/def2-TZVPD

Properties
Charge ... 0
Highest occupied orbital energy (spin up / spin down) ... -2.93 / -9.19 eV
Spin multiplicity ... 2
Frontier orbital gap (spin up / spin down) ... 3.5 / 9.7 eV
Expectation value of S² ... 0.75
LUMO (spin up / spin down) ... 0.537 / 0.488 eV

CARTESIAN COORDINATES (ANGSTROEM)
1 C 0.66514 1.13725 0.12039
2 N -0.45507 0.37910 0.88498
3 C -0.26115 -1.10821 1.09014
4 C -1.40362 -1.73060 1.79639
5 S -1.00687 -3.26217 2.51556
6 C 0.44309 0.73419 -1.31327
7 N -1.01746 1.22694 -1.56560
8 C 1.72192 1.14880 -2.17449
9 H 1.66743 0.80468 0.38003
10 H 0.47572 2.24464 0.19703
11 H -0.31850 0.87502 1.82337
12 H 0.68575 -1.23160 1.53801
13 H -0.08473 -1.73821 0.17746
14 H -2.16867 -1.89009 1.05617
15 H -1.96591 -1.19285 2.61792
16 H 0.16958 -2.94892 3.03677
17 H 0.35720 -0.41210 -1.32414
18 H -1.42464 0.57218 -2.15666
19 H -1.44218 0.72044 0.50251
20 H -0.96215 1.99884 -2.13790
21 H 1.99153 2.27534 -2.20039
22 H 2.69007 0.82088 -1.75753
23 H 1.64351 0.57647 -3.10676



two:
Molecular formula: C5H15N2S
Method: DFT, ωB97M-V/def2-TZVPD

Properties
Charge ... 0
Highest occupied orbital energy (spin up / spin down) ... -8.48 / -8.47 eV
Spin multiplicity ... 2
Frontier orbital gap (spin up / spin down) ... 9.2 / 7.4 eV
Expectation value of S² ... 0.75
LUMO (spin up / spin down) ... 0.752 / -1.047 eV

CARTESIAN COORDINATES (ANGSTROEM)
1 C 1.39463 -1.13057 -0.81584
2 N -0.93571 1.21417 -0.88498
3 C -0.63297 2.62190 -0.71987
4 C -0.92951 3.03601 0.71927
5 S 0.58216 2.50880 1.65887
6 C 0.29327 -2.10229 -0.40141
7 N -0.66487 -1.35215 0.47233
8 C 0.78441 -3.33668 0.32776
9 H 2.34891 -1.58928 -1.07394
10 H 1.65503 -0.56578 0.08990
11 H 1.05455 -0.35500 -1.49909
12 H 0.39624 2.85772 -1.03158
13 H -1.21683 3.22798 -1.42903
14 H -0.96533 4.11067 0.87348
15 H -1.74168 2.45835 1.14951
16 H 0.27111 3.00617 2.87069
17 H -0.23898 -2.41815 -1.31210
18 H -1.84425 1.19954 -1.35703
19 H -0.89780 -0.46296 0.01165
20 H -1.44633 -1.97461 0.63058
21 H -0.03932 -3.91073 0.76999
22 H 1.38797 -2.97266 1.16484
23 H 1.38530 -4.07046 -0.21400



Most stable = two



one:
Molecular formula: C3HN
Method: DFT, ωB97M-V/def2-TZVPD

Properties
Charge ... 0
Highest occupied orbital energy ... -11.17 eV
Frontier orbital gap ... 11.3 eV
LUMO ... 0.100 eV

CARTESIAN COORDINATES (ANGSTROEM)
1 C -1.79044 0.01673 -0.01463
2 C -0.63741 -0.06331 -0.04019
3 C 0.72587 0.23219 0.01951
4 N 1.87700 -0.12886 0.00667
5 H -2.92706 -0.21164 0.16520



two:
Molecular formula: C3HN
Method: DFT, ωB97M-V/def2-TZVPD

Properties
Charge ... 0
Highest occupied orbital energy ... -11.12 eV
Frontier orbital gap ... 11.4 eV
LUMO ... 0.232 eV

CARTESIAN COORDINATES (ANGSTROEM)
1 C 1.30602 -0.09807 -0.00085
2 C 0.11390 0.17620 -0.05352
3 C -1.31752 0.16457 0.03972
4 N -2.48653 -0.11267 -0.02204
5 H 2.38412 -0.13003 0.03668



three:
Molecular formula: C3HN
Method: DFT, ωB97M-V/def2-TZVPD

Properties
Charge ... 0
Highest occupied orbital energy ... -10.75 eV
Frontier orbital gap ... 11.3 eV
LUMO ... 0.535 eV

CARTESIAN COORDINATES (ANGSTROEM)
1 C 0.01102 0.07761 0.33473
2 C -1.16115 0.03972 0.57505
3 C 2.03537 -0.23874 -0.82778
4 N 1.30691 0.10665 0.04152
5 H -2.19394 0.01931 0.82112



Most stable = two



one:
Molecular formula: CH3NOS
Method: DFT, ωB97M-V/def2-TZVPD

Properties
Charge ... 0
Highest occupied orbital energy ... -9.90 eV
Frontier orbital gap ... 9.3 eV
LUMO ... -0.554 eV

CARTESIAN COORDINATES (ANGSTROEM)
1 C -0.55017 -0.06227 -0.17239
2 N 0.06744 1.01666 0.46160
3 O -2.31714 1.36335 1.52276
4 S -1.25788 0.38954 1.44273
5 H -0.69450 0.34177 -1.14971
6 H -0.05413 -1.08509 -0.31087
7 H 1.33757 0.90339 1.42476



two:
Molecular formula: CH3NOS
Method: DFT, ωB97M-V/def2-TZVPD

Properties
Charge ... 0
Highest occupied orbital energy (spin up / spin down) ... -9.27 / -9.18 eV
Frontier orbital gap (spin up / spin down) ... 7.1 / 7.1 eV
LUMO (spin up / spin down) ... -2.192 / -2.116 eV

CARTESIAN COORDINATES (ANGSTROEM)
1 C -0.98328 0.55488 -0.50589
2 N -0.25823 -0.48850 -0.50890
3 O 0.69517 -0.82957 0.42440
4 S -3.72697 -0.15060 0.16488
5 H -0.80556 1.12715 0.43196
6 H -0.25318 -0.93132 -1.39793
7 H 0.48685 -0.24285 1.24804



three:
Molecular formula: CH3NOS
Method: DFT, ωB97M-V/def2-TZVPD

Properties
Charge ... 0
Highest occupied orbital energy ... -8.99 eV
Frontier orbital gap ... 9.2 eV
LUMO ... 0.229 eV

CARTESIAN COORDINATES (ANGSTROEM)
1 H -0.69819 -0.57500 1.55859
2 N -0.39728 -1.28966 0.94712
3 C 0.03528 -1.07949 -0.19661
4 S 0.39510 0.46626 -1.07131
5 O 0.04965 1.80757 -0.11595
6 H 0.09490 -1.94479 -0.75599
7 H 0.52053 2.61511 -0.36584



four:
Molecular formula: CH3NOS
Method: DFT, ωB97M-V/def2-TZVPD

Properties
Charge ... 0
Highest occupied orbital energy ... -10.06 eV
Frontier orbital gap ... 10.8 eV
LUMO ... 0.764 eV

CARTESIAN COORDINATES (ANGSTROEM)
1 C -0.57500 -0.34634 0.26177
2 N 0.65916 -0.57122 -0.26487
3 O 0.33461 2.10263 -0.95474
4 S 0.43482 1.13817 0.16062
5 H -1.50254 -0.50162 -0.38897
6 H -0.82560 -0.71689 1.25711
7 H 1.47456 -1.10472 -0.07091



Most stable = three



one:
Molecular formula: C4H16O3
Method: DFT, ωB97M-V/def2-TZVPD

Properties
Charge ... 0
Highest occupied orbital energy ... -10.63 eV
Frontier orbital gap ... 11.2 eV
LUMO ... 0.525 eV

CARTESIAN COORDINATES (ANGSTROEM)
1 C -0.03643 -1.58815 1.16594
2 C -1.02640 -1.85801 0.01234
3 C -0.82712 -0.88944 -1.15101
4 C -1.82757 0.29500 -1.11525
5 H 0.91106 -1.21265 0.78247
6 H 0.16498 -2.47823 1.76432
7 H -0.45612 -0.86558 1.86727
8 H -2.03250 -1.75100 0.41808
9 H -0.88751 -2.89274 -0.30315
10 H -1.07824 -1.35025 -2.10795
11 H 0.18663 -0.49982 -1.19761
12 H -2.13440 0.59645 -2.11573
13 H -1.68390 1.11896 -0.42589
14 H -2.77387 -0.17747 -0.82477
15 O 3.04462 0.29036 2.76766
16 H 2.07678 0.30145 2.73138
17 H 3.17767 0.47275 1.83707
18 O 2.29389 1.20623 0.20160
19 H 2.65374 0.80303 -0.59072
20 H 1.53112 1.76346 0.01577
21 O -0.01726 2.84233 -1.24524
22 H -0.52158 3.59890 -0.92189
23 H -0.73758 2.27443 -1.56468



two:
Molecular formula: C4H16O3
Method: DFT, ωB97M-V/def2-TZVPD

Properties
Charge ... 0
Highest occupied orbital energy ... -10.50 eV
Frontier orbital gap ... 11.0 eV
LUMO ... 0.458 eV

CARTESIAN COORDINATES (ANGSTROEM)
1 C -0.98687 1.19412 2.27308
2 C -0.46314 0.07159 1.40435
3 C -1.41280 -0.29373 0.29975
4 C -1.23302 0.64639 -0.89055
5 H -1.92750 0.93956 2.74604
6 H -1.15057 2.12073 1.67417
7 H -0.35750 1.64764 3.09536
8 H -0.24761 -0.78377 2.08181
9 H 0.53880 0.34579 1.00858
10 H -2.39999 -0.46328 0.67239
11 H -1.06627 -1.27117 -0.10606
12 H -0.19934 0.89087 -1.19734
13 H -1.64551 1.60389 -0.56787
14 H -1.55131 0.37642 -1.90893
15 O -1.00105 -1.34895 -3.45567
16 H -0.63270 -1.56137 -4.34452
17 H -1.95925 -1.35667 -3.55701
18 O 2.14447 -5.34452 -2.78791
19 H 1.50420 -5.73820 -3.38648
20 H 2.25471 -4.44782 -3.11361
21 O 3.90862 3.96183 3.52828
22 H 4.12273 3.99556 2.59780
23 H 3.76091 4.81509 3.93436



three:
Molecular formula: C4H16O3
Method: DFT, ωB97M-V/def2-TZVPD

Properties
Charge ... 0
Highest occupied orbital energy ... -10.69 eV
Frontier orbital gap ... 11.4 eV
LUMO ... 0.681 eV

CARTESIAN COORDINATES (ANGSTROEM)
1 C 0.34232 -1.23305 -0.26095
2 C 0.77707 0.00319 0.49941
3 C -0.38167 1.04462 0.65355
4 C 0.08848 2.45418 0.95347
5 H 1.05479 -2.05419 -0.26094
6 H -0.58800 -1.66521 0.13885
7 H 0.02942 -1.02851 -1.28299
8 H 1.13199 -0.34335 1.46562
9 H 1.54592 0.57523 -0.02222
10 H -1.13881 0.69658 1.36733
11 H -0.92293 0.93019 -0.29473
12 H 0.82649 2.52996 1.76222
13 H 0.39381 2.99556 0.06441
14 H -0.67814 3.06598 1.44728
15 O 2.00714 -2.17481 -3.82118
16 H 2.50654 -2.61995 -4.53481
17 H 1.44731 -1.44054 -4.10917
18 O -4.45978 -0.89122 -1.93983
19 H -4.26842 -1.34684 -2.76350
20 H -3.90480 -0.12018 -2.04938
21 O 1.48437 0.12109 3.95263
22 H 1.18100 0.94412 4.30183
23 H 1.52591 -0.44284 4.73307



Most stable = one



one:
Molecular formula: C3H4BrN3O3
Method: DFT, ωB97M-V/def2-TZVPD

Properties
Charge ... 0
Highest occupied orbital energy ... -8.96 eV
Frontier orbital gap ... 8.9 eV
LUMO ... -0.034 eV

CARTESIAN COORDINATES (ANGSTROEM)
1 C 0.87113 0.63157 0.39183
2 C 0.57110 -1.62738 0.04236
3 C -0.03767 0.37840 -0.78646
4 N 1.07419 -0.66751 0.94756
5 N 0.06147 -0.97434 -1.02626
6 N -1.67516 0.73641 0.23815
7 O 1.30583 1.71407 0.73281
8 O 0.71227 -2.80974 0.10190
9 O -0.20564 1.22054 -1.81012
10 Br -2.82871 -0.69579 0.39749
11 H 1.54059 -0.79308 1.82420
12 H -0.04524 -1.34937 -2.01303
13 H -1.91146 1.41528 -0.44048
14 H -0.24662 2.08164 -1.41496



two:
Molecular formula: C3H4BrN3O3
Method: DFT, ωB97M-V/def2-TZVPD

Properties
Charge ... 0
Highest occupied orbital energy ... -10.10 eV
Frontier orbital gap ... 10.5 eV
LUMO ... 0.418 eV

CARTESIAN COORDINATES (ANGSTROEM)
1 C -1.31772 -0.85353 -0.13926
2 C 1.17594 -0.94627 0.08241
3 C -0.59099 1.56507 0.37154
4 N -0.12175 -1.30436 -0.46761
5 N -1.13876 0.39024 0.65829
6 N 1.59025 0.15906 -0.57359
7 O -2.38495 -1.28317 -0.41551
8 O 1.62924 -1.69214 0.87921
9 O -0.27601 1.97542 -0.72908
10 Br 3.19091 0.75152 -0.04769
11 H -0.82133 2.13699 1.24846
12 H -0.10037 -1.96740 -1.28218
13 H -1.78068 0.31394 1.44829
14 H 0.94621 0.75463 -1.03328



Most stable = two



one:
Molecular formula: C4H8N3S
Method: DFT, ωB97M-V/def2-TZVPD

Properties
Charge ... +1
Highest occupied orbital energy ... -14.10 eV
Frontier orbital gap ... 9.0 eV
LUMO ... -5.074 eV

CARTESIAN COORDINATES (ANGSTROEM)
1 C -0.44343 1.62156 0.52270
2 C -1.14495 -0.72485 -1.01158
3 C 0.32728 -0.69534 -0.77611
4 C 2.14225 -0.21408 0.58054
5 N -1.58059 1.04854 0.50587
6 N 0.73567 -0.13507 0.27165
7 N -1.87777 -0.27799 0.14025
8 S 0.42935 2.90827 0.57538
9 H -1.46985 -0.13298 -1.88602
10 H -1.45627 -1.72728 -1.26172
11 H 0.85992 -1.39501 -1.37635
12 H 2.66761 0.81188 0.36540
13 H 2.30884 -0.60783 1.66957
14 H 2.62556 -0.89554 -0.13240
15 H -2.36664 1.43315 0.88811
16 H -1.75697 -1.01742 0.92472



two:
Molecular formula: C4H8N3S
Method: DFT, ωB97M-V/def2-TZVPD

Properties
Charge ... +1
Highest occupied orbital energy ... -13.56 eV
Frontier orbital gap ... 9.8 eV
LUMO ... -3.769 eV

CARTESIAN COORDINATES (ANGSTROEM)
1 C 0.93634 -1.16624 0.81437
2 C -1.44540 -0.81231 1.42767
3 C 1.24250 1.26226 0.27395
4 C 0.09296 0.89002 -2.24963
5 N 1.15656 0.04472 0.51997
6 N -0.22446 -1.62971 1.21784
7 N -1.43572 0.30436 0.90269
8 S 0.94013 2.09347 -1.25323
9 H 1.78948 -1.75712 0.61381
10 H -2.18468 -1.30910 2.05387
11 H 1.72022 1.94059 0.95266
12 H -0.85553 0.71703 -2.00782
13 H 0.72386 -0.08269 -2.08770
14 H 0.22019 1.11408 -3.24811
15 H -0.45031 -2.57247 1.00020
16 H -2.22614 0.96310 1.06944



Most stable = two